# 1
Here is a molecular structure, C27H25F12N4O2Re from the Open Molecules 2025 dataset. Energies are from wB97M-V/def2-TZVPD.

```
71
Properties=species:S:1:pos:R:3
Re 0.18050 0.31204 0.39403
C -6.31113 -1.46452 -1.65346
C -4.85262 -1.42951 -1.37383
C -4.15714 -2.56206 -0.94136
C -2.80455 -2.49836 -0.70691
C -2.10319 -1.27849 -0.86915
N -0.72271 -1.27849 -0.68766
C -0.04228 -2.24479 -1.32556
C -0.71168 -2.87572 -2.47158
C -0.17487 -3.91556 -3.14910
C 1.10923 -4.38742 -2.80327
C 1.73738 -5.48438 -3.54157
C 1.84197 -3.70128 -1.76222
C 1.33434 -2.66752 -1.05480
C 2.18503 -2.03166 0.01343
O 1.51070 -0.89743 0.54526
C 3.52993 -1.45627 -0.54746
F 3.22248 -0.73238 -1.62291
F 4.09269 -0.67923 0.34941
F 4.34119 -2.43881 -0.88115
C 2.34243 -2.97221 1.24469
F 1.09400 -3.30211 1.64336
F 2.98816 -4.06966 0.91909
F 2.94076 -2.35752 2.23887
C -2.80477 -0.10292 -1.27488
C -4.13869 -0.20475 -1.54210
C -2.01207 1.16849 -1.47434
O -1.16445 1.25303 -0.30274
C -1.03282 1.14961 -2.72521
F 0.23750 0.78565 -2.28093
F -1.40690 0.22855 -3.58934
F -0.91038 2.30145 -3.30463
C -2.85864 2.47273 -1.43363
F -3.55558 2.55762 -2.55263
F -3.66702 2.42419 -0.38418
F -2.06057 3.51703 -1.30508
H -6.75163 -2.43972 -1.47048
H -6.48801 -1.18068 -2.69651
H -6.82698 -0.71294 -1.04850
H -4.69178 -3.48884 -0.77679
H -2.27029 -3.36140 -0.32199
H -1.62686 -2.43210 -2.83408
H -0.69089 -4.34124 -4.00154
H 1.00391 -6.17689 -3.95354
H 2.50512 -6.00130 -2.96688
H 2.25216 -5.03186 -4.41139
H 2.84124 -4.05826 -1.55192
H -4.69355 0.64759 -1.91132
C 0.30615 -1.39821 5.73205
C -0.51641 -2.02597 4.62345
N -0.34310 -1.20032 3.39693
C -0.07812 0.08854 3.44483
N 0.14126 0.75901 2.20450
C 0.52352 2.22645 2.20746
C -0.21129 2.90515 3.35433
C 0.20698 2.23475 4.63825
N 0.02656 0.76245 4.55289
C -0.05106 0.06542 5.87608
H 1.37146 -1.50914 5.52260
H 0.10438 -1.90646 6.67348
H -1.57513 -2.07405 4.87446
H -0.16964 -3.02760 4.38127
H -0.40026 -1.65126 2.49826
H 0.22317 2.68429 1.24598
H 1.60482 2.31851 2.30175
H -1.29076 2.84036 3.20689
H 0.06662 3.95871 3.36858
H -0.40900 2.57196 5.47016
H 1.24887 2.43622 4.88936
H -1.05739 0.21562 6.26829
H 0.64727 0.58490 6.52977
```

Calculated values
LUMO energy (spin up / spin down) ... -15.40 / -15.40 eV
Net charge ... +4
Largest force on an atom ... 0.70 eV Å⁻¹
Frontier orbital gap (spin up / spin down) ... 5.26 / 5.25 eV
2S+1 ... 1

---

# 2
Here is a molecular structure, C27H25MnN6O4S5Se from the Open Molecules 2025 dataset. Energies are from wB97M-V/def2-TZVPD.

```
69
Properties=species:S:1:pos:R:3
Mn -0.04710 -0.06753 0.70722
O -0.90318 0.57717 -3.57334
C 0.32391 1.03819 -3.89278
C 0.48100 1.55804 -5.17894
C 1.70471 2.03978 -5.59411
C 2.80321 2.01059 -4.73924
C 2.65224 1.49645 -3.46727
C 1.42464 1.00463 -3.01794
C 1.30962 0.52759 -1.61707
O 0.08457 0.32899 -1.16321
N 2.37928 0.41883 -0.89710
N 2.03207 0.05873 0.40507
C 2.83423 0.37711 1.33839
C 2.53569 0.14252 2.74779
C 3.60024 0.29250 3.64099
C 3.45753 0.08315 4.99838
C 2.20235 -0.27386 5.48508
C 1.12668 -0.40829 4.63127
C 1.25544 -0.20555 3.25000
O 0.15143 -0.34102 2.52728
H -0.86454 0.31573 -2.62741
H -0.38785 1.58416 -5.82295
H 1.80403 2.45031 -6.59178
H 3.76135 2.39642 -5.06117
H 3.48176 1.47594 -2.77342
H 3.78614 0.84030 1.07991
H 4.56724 0.57077 3.23628
H 4.30090 0.19573 5.66651
H 2.06145 -0.44337 6.54626
H 0.14724 -0.67952 5.00283
C 2.16403 5.00746 1.10341
S 2.41296 3.72418 -0.14934
C 0.78858 3.66761 -0.81914
C -0.28184 3.08291 -0.24036
S -0.36230 2.26514 1.29496
S -1.77249 3.25685 -1.13422
C -1.16964 4.13328 -2.49380
S -2.10336 4.61636 -3.76593
S 0.51772 4.44630 -2.35983
H 3.12273 5.15220 1.60111
H 1.42730 4.66859 1.82975
H 1.85124 5.94410 0.64559
Se 1.99372 -4.41170 2.53166
N 1.00781 -5.39936 1.38606
C 0.35292 -4.53416 0.62225
C -0.51896 -4.87627 -0.42350
C -1.11055 -3.84477 -1.15457
C -0.86525 -2.52936 -0.82043
N -0.07614 -2.13627 0.20583
C 0.57794 -3.10792 0.91143
N 1.41978 -2.83288 1.87880
H -0.69031 -5.91874 -0.65627
H -1.75581 -4.05638 -1.99709
H -1.32219 -1.73041 -1.38997
C -5.10199 -2.45596 0.50168
N -4.19112 -1.37106 0.19445
C -4.59551 -0.43793 -0.84365
C -3.02549 -1.19474 0.84728
C -2.66258 -2.16682 1.93790
O -2.27251 -0.26359 0.54216
H -5.71046 -2.65410 -0.37953
H -5.77202 -2.20939 1.33073
H -4.55996 -3.36708 0.74397
H -5.55175 0.02279 -0.58545
H -4.70161 -0.95922 -1.79723
H -3.84260 0.33708 -0.94185
H -3.48852 -2.31265 2.63523
H -1.79184 -1.78443 2.46451
H -2.40619 -3.13412 1.49785
```

Calculated values
LUMO energy (spin up / spin down) ... 1.94 / 2.17 eV
Energy above the lowest of the compared OMol25 structures with the same formula, charge and spin ... 0.032 eV
Net charge ... -1
Largest force on an atom ... 0.52 eV Å⁻¹
⟨S²⟩ ... 8.844
Frontier orbital gap (spin up / spin down) ... 5.22 / 7.27 eV
2S+1 ... 6

---

# 3
Here is a molecular structure, C27H25MoN2O at a distorted geometry from the Open Molecules 2025 dataset. Energies are from wB97M-V/def2-TZVPD.

```
56
Properties=species:S:1:pos:R:3
Mo 1.19093 1.45998 0.13007
C 2.84700 1.05793 3.15602
C 2.30640 1.99123 2.11434
C 3.11901 2.50685 1.08217
C 2.58360 3.28329 0.04435
C 1.25184 3.79271 0.16595
C 0.49747 3.44723 1.28012
C 0.95835 2.44356 2.17197
H 3.27127 1.65775 3.96603
H 3.63898 0.42711 2.75432
H 2.06468 0.43172 3.58175
H 4.15069 2.17528 1.01798
H 3.20734 3.57612 -0.79255
H 0.85605 4.46922 -0.58243
H -0.50624 3.83955 1.39283
H 0.32637 2.10204 2.98390
N -6.08140 1.42567 -0.25778
C -5.08929 1.28503 -1.15223
O -5.20728 0.92656 -2.30037
C -3.66221 1.50573 -0.66957
C -2.75660 2.06691 -1.56989
C -1.42385 2.11909 -1.23055
N -0.95582 1.58966 -0.08218
C -1.82556 1.06382 0.79567
C -3.18355 1.03025 0.54403
H -7.02987 1.30780 -0.59058
H -5.95427 1.93125 0.60387
H -3.09616 2.43625 -2.52872
H -0.69288 2.55704 -1.90371
H -1.41129 0.64203 1.70285
H -3.84894 0.58472 1.27087
C -2.06066 -4.79727 -0.06111
C -2.71551 -3.96114 -0.96907
C -2.19744 -2.71428 -1.21179
C -0.96583 -2.30838 -0.59172
C -0.33565 -3.18283 0.34702
C -0.88669 -4.40406 0.61061
C -0.48500 -1.04613 -0.90850
C 0.76399 -0.42507 -0.63769
C 2.02514 -1.04446 -0.84214
C 2.25049 -2.38870 -1.21247
C 3.53755 -2.87395 -1.29587
C 4.63340 -2.04925 -1.03519
C 4.44732 -0.69670 -0.73484
C 3.15786 -0.21804 -0.66477
H -2.47741 -5.77549 0.14444
H -3.61917 -4.28964 -1.46121
H -2.69298 -2.04305 -1.90202
H 0.56119 -2.86515 0.86439
H -0.43137 -5.06781 1.33121
H -1.20071 -0.43672 -1.45405
H 1.42484 -3.04632 -1.43676
H 3.69825 -3.90372 -1.58538
H 5.63842 -2.44030 -1.11144
H 5.30037 -0.04239 -0.61870
H 3.08488 0.88745 -0.66146
```

Calculated values
LUMO energy (spin up / spin down) ... -12.05 / -12.05 eV
Energy above the lowest of the compared OMol25 structures with the same formula, charge and spin ... 0.363 eV
Net charge ... +3
Largest force on an atom ... 1.85 eV Å⁻¹
Frontier orbital gap (spin up / spin down) ... 5.04 / 5.04 eV
2S+1 ... 1

---

What did the second record say?
Here is a molecular structure, C27H25MnN6O4S5Se from the Open Molecules 2025 dataset. Energies are from wB97M-V/def2-TZVPD.

```
69
Properties=species:S:1:pos:R:3
Mn -0.04710 -0.06753 0.70722
O -0.90318 0.57717 -3.57334
C 0.32391 1.03819 -3.89278
C 0.48100 1.55804 -5.17894
C 1.70471 2.03978 -5.59411
C 2.80321 2.01059 -4.73924
C 2.65224 1.49645 -3.46727
C 1.42464 1.00463 -3.01794
C 1.30962 0.52759 -1.61707
O 0.08457 0.32899 -1.16321
N 2.37928 0.41883 -0.89710
N 2.03207 0.05873 0.40507
C 2.83423 0.37711 1.33839
C 2.53569 0.14252 2.74779
C 3.60024 0.29250 3.64099
C 3.45753 0.08315 4.99838
C 2.20235 -0.27386 5.48508
C 1.12668 -0.40829 4.63127
C 1.25544 -0.20555 3.25000
O 0.15143 -0.34102 2.52728
H -0.86454 0.31573 -2.62741
H -0.38785 1.58416 -5.82295
H 1.80403 2.45031 -6.59178
H 3.76135 2.39642 -5.06117
H 3.48176 1.47594 -2.77342
H 3.78614 0.84030 1.07991
H 4.56724 0.57077 3.23628
H 4.30090 0.19573 5.66651
H 2.06145 -0.44337 6.54626
H 0.14724 -0.67952 5.00283
C 2.16403 5.00746 1.10341
S 2.41296 3.72418 -0.14934
C 0.78858 3.66761 -0.81914
C -0.28184 3.08291 -0.24036
S -0.36230 2.26514 1.29496
S -1.77249 3.25685 -1.13422
C -1.16964 4.13328 -2.49380
S -2.10336 4.61636 -3.76593
S 0.51772 4.44630 -2.35983
H 3.12273 5.15220 1.60111
H 1.42730 4.66859 1.82975
H 1.85124 5.94410 0.64559
Se 1.99372 -4.41170 2.53166
N 1.00781 -5.39936 1.38606
C 0.35292 -4.53416 0.62225
C -0.51896 -4.87627 -0.42350
C -1.11055 -3.84477 -1.15457
C -0.86525 -2.52936 -0.82043
N -0.07614 -2.13627 0.20583
C 0.57794 -3.10792 0.91143
N 1.41978 -2.83288 1.87880
H -0.69031 -5.91874 -0.65627
H -1.75581 -4.05638 -1.99709
H -1.32219 -1.73041 -1.38997
C -5.10199 -2.45596 0.50168
N -4.19112 -1.37106 0.19445
C -4.59551 -0.43793 -0.84365
C -3.02549 -1.19474 0.84728
C -2.66258 -2.16682 1.93790
O -2.27251 -0.26359 0.54216
H -5.71046 -2.65410 -0.37953
H -5.77202 -2.20939 1.33073
H -4.55996 -3.36708 0.74397
H -5.55175 0.02279 -0.58545
H -4.70161 -0.95922 -1.79723
H -3.84260 0.33708 -0.94185
H -3.48852 -2.31265 2.63523
H -1.79184 -1.78443 2.46451
H -2.40619 -3.13412 1.49785
```

Calculated values
LUMO energy (spin up / spin down) ... 1.94 / 2.17 eV
Energy above the lowest of the compared OMol25 structures with the same formula, charge and spin ... 0.032 eV
Net charge ... -1
Largest force on an atom ... 0.52 eV Å⁻¹
⟨S²⟩ ... 8.844
Frontier orbital gap (spin up / spin down) ... 5.22 / 7.27 eV
2S+1 ... 6

---

Q: What is the largest force on an atom in the third record?
A: 1.85 eV Å⁻¹